C14H13F6NO3 in the gas phase, computed with ωB97M-V/def2-TZVPD.

Geometry as XYZ:
```
37
C14H13F6NO3, DFT ωB97M-V/def2-TZVPD
C 0.77 -4.11 2.36
C 0.89 -2.71 1.76
C 0.03 -1.70 2.55
C -1.44 -2.03 2.51
O -2.01 -2.82 3.20
O -2.09 -1.32 1.56
C 0.53 -2.73 0.26
C 0.95 -1.44 -0.42
O 2.05 -1.27 -0.88
N -0.05 -0.50 -0.44
C -0.01 0.78 -0.95
C 1.08 1.29 -1.65
C 1.03 2.59 -2.14
C 2.24 3.10 -2.89
F 2.09 4.35 -3.33
F 2.52 2.34 -3.96
F 3.34 3.09 -2.12
C -0.08 3.40 -1.96
C -1.16 2.88 -1.26
C -2.37 3.74 -1.01
F -2.55 4.67 -1.96
F -2.27 4.40 0.16
F -3.50 3.03 -0.94
C -1.14 1.59 -0.76
H -0.26 -4.47 2.29
H 1.42 -4.80 1.83
H 1.05 -4.10 3.41
H 1.93 -2.38 1.85
H 0.19 -0.69 2.17
H 0.34 -1.74 3.60
H -3.04 -1.54 1.58
H 1.10 -3.54 -0.21
H -0.53 -2.93 0.13
H -0.92 -0.74 0.04
H 1.95 0.68 -1.80
H -0.10 4.41 -2.35
H -1.99 1.21 -0.22
```

## Properties
- LUMO level (eV) = 0.198
- F_max (Eh/bohr) = 0.0151
- HOMO-LUMO gap (hartree) = 0.349

Löwdin population analysis, charges in e, atoms 1 to 2: atom 1 (C): -0.06, atom 2 (C): -0.34

***

2 unconnected molecules or ions with the total composition C5H15NO in a non-equilibrium geometry, computed with ωB97M-V/def2-TZVPD.

Geometry as XYZ:
```
22
C5H15NO, DFT ωB97M-V/def2-TZVPD
C 1.30 1.50 -1.11
N 0.52 0.32 -0.88
C -1.43 -1.17 2.01
C -0.37 -1.04 0.90
C -0.45 0.34 0.20
C -1.79 0.53 -0.43
H 0.65 2.37 -1.29
H 1.81 1.79 -0.19
H 2.09 1.41 -1.85
H 0.09 -0.06 -1.72
H -1.46 -0.29 2.66
H -2.44 -1.38 1.69
H -1.15 -2.04 2.58
H -0.67 -1.79 0.16
H 0.59 -1.21 1.34
H -0.16 1.11 0.92
H -1.94 1.32 -1.17
H -2.57 0.73 0.31
H -2.20 -0.39 -0.86
H 2.49 -0.42 -1.03
H 3.93 -0.72 -0.86
O 3.16 -0.93 -1.40
```

## Properties
- multiplicity = 2
- LUMO level (spin up / spin down) (eV) = -2.910 / -8.095
- charge = +1
- F_max (Eh/bohr) = 0.0496
- HOMO-LUMO gap (spin up / spin down) (hartree) = 0.458 / 0.267

Löwdin population analysis, charges in e, atoms 1 to 2: atom 1 (C): -0.01, atom 2 (N): 0.12